{
  "formula": "C25H36N2O9PS",
  "method": "ωB97M-V with the def2-TZVPD basis set",
  "symbols": ["C", "H", "O", "O", "O", "P", "H", "C", "H", "H", "H", "C", "C", "O", "N", "C", "H", "C", "C", "O", "H", "C", "C", "C", "H", "H", "H", "H", "H", "C", "C", "C", "C", "H", "C", "H", "C", "H", "H", "H", "C", "H", "H", "C", "H", "H", "C", "H", "S", "H", "H", "H", "H", "H", "O", "C", "H", "H", "H", "C", "C", "O", "C", "O", "O", "H", "H", "H", "C", "H", "C", "H", "N", "H"],
  "coordinates": [[-5.69608, -0.28931, 1.85487], [2.38336, 0.64509, -1.44765], [-0.76050, -2.23695, -1.28883], [-4.33871, 0.03683, 7.02490], [-2.99963, 0.65882, -0.24776], [6.19271, -0.47627, -2.41931], [4.53849, -3.41595, -1.71853], [7.47343, -2.92046, -3.20644], [6.14943, -3.91741, -1.13790], [7.58844, -0.36518, -2.89635], [-0.75197, 1.52027, -2.11842], [-6.45589, 2.89293, 7.89127], [-6.01431, 2.06539, 0.96274], [-8.41635, 3.69752, 6.78312], [-1.25823, -4.27608, -1.87361], [3.71749, 1.81178, -2.56538], [0.02078, -0.80244, -3.89259], [-1.64798, -2.21999, -2.34243], [-6.49650, 0.92221, 1.81118], [-3.76882, -1.42735, 1.15552], [4.53541, 1.25805, -0.65755], [-4.05558, 0.79655, 0.33501], [4.81421, 1.86986, -1.51493], [7.52267, -4.43641, -3.40884], [-8.24162, 4.26151, 7.56036], [-8.06740, 1.74128, 5.02028], [-7.56090, 2.90992, 1.53424], [7.66189, -2.49171, -4.18925], [0.29119, 0.15796, -1.69200], [-5.38236, 1.91595, 7.95952], [6.13149, -2.37775, -2.74247], [-0.57911, -3.54848, -1.09616], [-7.45152, 2.78300, 6.77072], [6.96578, 1.72173, -1.39476], [6.15809, 1.42775, -2.06298], [-4.51284, 2.81956, -0.33768], [-5.29129, 0.96043, 7.02451], [7.13407, -4.98419, -2.55914], [0.09635, -3.90185, -0.34358], [-0.83949, 0.58789, -4.47533], [2.34052, 1.60536, -1.95171], [3.92057, 0.93323, -3.17602], [8.54680, -4.73624, -3.61724], [-0.65149, -0.00763, -3.58870], [6.91665, -4.69895, -4.27503], [-3.00852, -1.20597, 0.58153], [-4.86909, 2.00263, 0.27379], [5.45685, -2.37922, -0.68261], [-2.22289, -0.73656, -3.01861], [3.75313, 2.67451, -3.23145], [-4.68053, 1.99583, 8.77738], [0.90423, 2.66589, -3.08362], [-4.50198, -0.52234, 6.24099], [4.86216, 2.90337, -1.14842], [-6.11972, -0.01784, 5.07144], [1.21544, 1.63026, -2.98159], [-6.05741, -1.10985, 2.45740], [5.66579, -0.22141, -3.78900], [8.25967, -2.58228, -2.53068], [-6.27503, 0.86558, 5.89148], [-4.54989, -0.35508, 1.16271], [-6.59960, 3.79770, 8.69291], [-7.36082, 1.83033, 5.83410], [-6.80913, 3.13349, 0.95368], [-7.54305, 1.07288, 2.41803], [5.42342, -2.52073, -3.55917], [2.19339, 2.38284, -1.20054], [4.82400, -0.59484, -1.84875], [-0.00619, 0.82604, -2.48893], [6.74275, -0.73324, -1.05292], [5.55155, -3.08774, -1.50665], [6.27983, 1.92817, -3.02797], [-1.95773, -3.39684, -2.70376], [1.56807, 1.28411, -3.95038]],
  "forces_ev_per_angstrom": [[-0.232, 0.056, 0.090], [-0.104, -0.197, 0.189], [-0.002, 0.667, -0.027], [-0.123, -0.025, -0.151], [0.089, -0.056, 0.163], [0.353, 0.302, 0.190], [-0.129, -0.393, 0.053], [-0.444, -0.171, -0.101], [0.002, -0.209, -0.012], [-0.039, 0.131, -0.259], [-0.188, -0.010, 0.348], [0.369, -0.210, 0.156], [0.156, 0.240, -0.198], [0.111, 0.026, 0.139], [-0.752, -0.700, -0.772], [-0.037, -0.759, 0.046], [0.012, -0.257, -0.110], [0.539, 0.520, 0.369], [0.158, -0.462, 0.119], [0.069, 0.150, -0.099], [-0.058, -0.244, 0.134], [-0.111, 0.378, -0.131], [0.154, 0.694, 0.074], [0.041, 0.420, -0.182], [0.017, 0.024, 0.026], [0.021, 0.006, -0.017], [-0.028, -0.029, 0.031], [0.313, 0.362, -0.028], [-0.029, -0.083, 0.310], [-0.051, 0.137, 0.100], [-0.011, -0.357, 0.501], [0.442, 0.129, 0.544], [-0.185, -0.072, -0.274], [0.218, -0.116, 0.079], [-0.368, -0.216, -0.336], [-0.012, 0.013, 0.008], [0.211, 0.060, 0.276], [0.093, -0.189, 0.193], [0.207, 0.184, 0.209], [-0.379, 0.097, -0.113], [0.574, 0.407, -0.456], [0.000, -0.021, -0.284], [0.150, -0.291, 0.026], [0.402, 0.078, 0.560], [-0.107, -0.125, -0.082], [0.036, 0.006, -0.025], [0.137, -0.027, -0.077], [0.085, 0.171, 0.161], [-0.215, 0.099, -0.431], [-0.021, 0.217, 0.000], [0.021, -0.015, -0.014], [-0.025, 0.205, -0.426], [0.008, -0.012, -0.031], [0.041, 0.067, 0.202], [0.281, -0.222, 0.110], [-0.327, -0.090, 0.843], [0.022, 0.011, 0.028], [-0.039, 0.009, -0.116], [0.145, 0.007, 0.112], [-0.436, 0.256, -0.189], [-0.163, -0.259, 0.203], [-0.188, 0.097, -0.056], [-0.008, -0.097, -0.100], [-0.051, -0.113, 0.100], [-0.093, 0.218, -0.078], [-0.128, 0.167, -0.213], [-0.277, -0.025, 0.232], [-0.228, -0.081, -0.114], [0.112, 0.306, -0.792], [-0.065, -0.093, 0.146], [-0.005, 0.497, -0.152], [0.324, 0.022, -0.126], [-0.354, -1.031, -0.381], [0.101, -0.178, -0.113]],
  "mulliken_charge": [-0.877, 0.417, -0.172, -0.569, -0.469, -0.521, 0.160, -0.642, 0.422, -0.044, 0.252, 0.963, 0.394, -0.579, -0.418, -0.559, 0.396, 0.481, 1.110, -0.599, 0.329, 0.988, -0.755, -1.154, 0.359, 0.493, 0.344, 0.330, 0.312, -0.964, 0.225, -0.008, 0.469, 0.424, -1.093, 0.446, 0.376, 0.301, 0.450, 0.515, -0.651, 0.223, 0.369, -0.882, 0.293, 0.279, -1.148, 0.395, -0.185, 0.454, 0.419, 0.265, 0.358, 0.495, -0.575, -0.805, 0.461, -0.023, 0.368, 0.923, 0.287, -0.629, -1.040, -0.591, -0.648, 0.175, 0.200, -0.292, -0.213, 0.015, -1.295, 0.353, -0.378, 0.492],
  "multiplicity": 1,
  "energy_ev": -68036.412,
  "gap_ha": 0.1041,
  "e_homo_ha": -0.1241,
  "total_charge": -1
}



{
  "formula": "C28H47Cl34NO3P",
  "method": "ωB97M-V with the def2-TZVPD basis set",
  "symbols": ["H", "C", "Cl", "C", "C", "Cl", "C", "H", "H", "H", "C", "H", "H", "H", "C", "H", "H", "O", "C", "Cl", "C", "H", "Cl", "Cl", "Cl", "H", "Cl", "O", "P", "H", "Cl", "Cl", "C", "C", "H", "H", "H", "Cl", "C", "N", "Cl", "Cl", "H", "H", "H", "C", "Cl", "H", "Cl", "C", "H", "H", "H", "H", "H", "Cl", "C", "H", "Cl", "C", "Cl", "H", "H", "H", "H", "H", "C", "Cl", "Cl", "Cl", "H", "C", "C", "C", "O", "C", "H", "H", "Cl", "Cl", "Cl", "Cl", "C", "C", "H", "H", "H", "Cl", "C", "C", "Cl", "Cl", "C", "H", "Cl", "H", "C", "Cl", "H", "H", "H", "Cl", "H", "H", "C", "H", "Cl", "Cl", "H", "H", "Cl", "H", "Cl", "C"],
  "coordinates": [[-0.85068, 1.52861, 2.97861], [-3.33866, -2.18594, 3.15316], [-3.17300, 3.44487, -2.37962], [-3.53746, 0.45684, 0.12712], [-2.41256, 2.40077, -6.19041], [-3.94805, 2.60141, -7.05153], [9.18111, -1.26294, -5.74054], [-3.49267, 1.06207, -0.77704], [-0.77467, -1.96487, -2.64175], [-3.74427, 5.47481, -3.38127], [-0.60556, 0.47392, 2.93212], [-1.33282, -2.40633, 2.45633], [-0.32932, 3.67573, 2.78341], [2.16371, -1.71582, 1.47670], [-1.42320, 2.50529, 0.45703], [1.74663, -0.27572, -1.10451], [3.12962, -1.32807, -1.14194], [-1.98512, -0.91936, -1.29916], [-3.26504, -5.89646, -1.38930], [-3.39452, 6.72961, -6.72597], [-1.81220, -0.27186, 2.32243], [1.46058, -2.74578, -1.92579], [8.40085, -2.82762, -5.49171], [2.39370, 0.70580, 7.87117], [2.82362, -2.48859, 9.77011], [1.95949, -0.03537, 1.13584], [2.95442, -3.27823, 13.10084], [-5.95555, -1.94634, -1.25452], [-1.84443, -0.41468, 0.40278], [-2.55507, -1.67121, 0.64567], [4.24804, -0.53663, 1.01488], [-3.15544, -6.98883, -2.78073], [1.34928, -2.98654, 13.77328], [-0.11614, -2.23132, -0.49101], [-3.61992, -2.67396, 2.22568], [-0.00795, 2.20629, -1.67776], [1.03059, 2.83776, 2.01192], [5.58203, -1.20928, -1.92253], [1.49434, -0.58604, 7.06662], [-4.66863, -0.57246, -2.46621], [-1.67165, -5.64985, -0.66904], [5.08244, -1.06899, 8.59003], [-1.64674, 2.16259, -6.91726], [-2.02054, 2.41294, 1.36123], [-3.31524, -2.98668, 3.89413], [2.49621, -0.91962, 0.82412], [4.57297, 4.22282, -3.02948], [-1.79290, -2.89571, -1.59278], [-4.65555, 5.66297, -1.23100], [0.33492, 3.66739, 1.92534], [-0.43633, -3.18116, -0.02828], [4.53945, -1.32832, 10.84987], [-0.01132, 0.48526, -1.94201], [-0.93300, 4.58074, 0.49793], [-1.47804, -1.61080, 4.00416], [1.10186, -0.08331, -4.22985], [2.17232, -1.16845, -0.65538], [-2.70262, 0.25852, 2.66832], [-1.69011, 5.55254, -8.76164], [-1.90057, -1.64890, 2.99999], [5.52881, -3.37828, 10.29588], [1.44136, -2.91151, 14.84863], [-4.19750, 0.31903, -2.35950], [-5.60247, 0.09404, 0.43434], [3.16713, 2.70558, -1.92792], [-4.05455, -1.42826, 3.45690], [1.33233, -2.41546, -0.89446], [0.68784, -1.46668, 13.16834], [4.84636, -3.74722, -3.12242], [-0.23435, -0.22980, 7.05737], [-3.89992, -6.36273, -0.64771], [5.65193, -2.19648, -3.37400], [-0.59959, 1.29320, -1.51750], [-0.78065, 1.15915, 0.01548], [-0.29886, -1.27440, 0.49798], [1.10472, -1.07010, -5.68457], [1.64809, -1.49940, 7.62464], [-4.02470, 5.50849, -8.61683], [0.26634, -4.32965, 13.40518], [9.12566, -0.30564, -4.26007], [0.33679, -2.63110, -5.38656], [2.09309, -0.83363, 5.42899], [3.37565, 2.92228, -2.96836], [-3.41072, 5.18669, -2.39176], [0.33979, 0.30693, 2.42679], [2.13319, -1.25048, -5.96990], [-4.66459, -1.30672, 0.80009], [-1.95731, 3.90338, -5.38752], [4.49695, -1.97725, 9.98439], [-1.16920, -1.99500, -1.61882], [4.00654, 1.45481, -3.71771], [-2.50991, 1.07158, -5.03972], [-3.27028, 6.25934, -8.42009], [0.94937, 4.56808, 1.97673], [0.30498, -0.22536, -7.01835], [6.68824, -2.38268, -3.62252], [-5.16476, -1.05715, -1.24220], [-3.57642, 7.64067, -9.47851], [0.35437, 3.60153, -0.20152], [-3.74512, 1.15802, 0.93237], [0.23336, 1.07055, 0.38591], [-3.99315, -4.36474, -1.84768], [-1.53343, 1.45962, -2.03070], [-3.98021, -1.24405, -2.79143], [-0.39767, 3.63480, 0.58431], [-0.45073, 0.18560, 3.97149], [-1.89428, 6.02987, -2.06062], [4.90107, -1.33083, -4.72052], [10.21781, -1.43913, -5.99507], [1.75499, -3.20970, -0.27844], [1.86904, 3.42950, -3.73576], [-2.10262, 2.80427, -0.34561], [8.42323, -0.39440, -7.07489], [-4.74374, -0.49179, 0.09376]],
  "forces_ev_per_angstrom": [[0.397, 0.270, -0.220], [0.929, -0.622, -0.085], [-0.351, 0.265, -0.089], [0.144, -0.309, 0.467], [-0.003, -0.140, 0.246], [-0.005, 0.033, -0.061], [-0.126, 0.125, 0.041], [0.010, 0.030, -0.104], [0.329, 0.485, 0.063], [-0.001, 0.014, 0.016], [-0.623, 0.146, 0.222], [0.175, 0.083, -0.139], [-0.174, -0.086, 0.062], [0.459, -0.307, 0.101], [0.649, -0.284, -0.657], [-0.207, 0.076, 0.027], [-0.003, -0.006, -0.222], [0.668, 0.468, -0.416], [0.047, 0.247, -0.065], [-0.071, 0.123, -0.070], [0.882, -0.023, 0.673], [-0.309, 0.025, -0.189], [0.113, -0.104, -0.113], [-0.214, 0.134, -0.008], [-0.034, 0.006, -0.108], [0.081, 0.173, 0.291], [0.059, -0.061, 0.184], [-1.280, -1.887, -0.144], [-0.569, -0.318, 0.612], [0.215, -0.052, -0.090], [0.000, -0.111, 0.448], [-0.014, -0.064, 0.004], [-0.030, 0.031, -0.116], [-1.205, -1.029, 0.317], [-0.455, 0.224, -0.179], [0.016, 0.050, -0.212], [-0.052, -0.285, 0.179], [0.250, -0.152, -0.054], [-0.056, 0.059, -0.206], [0.036, 0.490, 0.049], [-0.027, -0.082, 0.017], [0.110, -0.215, 0.146], [-0.007, 0.019, -0.017], [0.080, 0.066, 0.215], [-0.220, 0.001, 0.231], [-0.849, 0.756, -0.744], [0.018, 0.011, 0.038], [0.048, -0.133, -0.239], [-0.006, 0.025, -0.025], [0.516, 0.259, -0.396], [0.164, -0.153, -0.222], [-0.019, -0.027, 0.008], [-0.387, -0.204, -0.092], [0.025, 0.199, -0.204], [0.188, 0.210, 0.111], [-0.184, -0.173, -0.190], [0.787, -0.448, 0.084], [-0.136, 0.196, -0.152], [-0.037, -0.008, -0.013], [-0.813, -0.213, -0.118], [-0.001, 0.008, 0.067], [-0.002, -0.002, -0.011], [0.271, -0.294, 0.105], [-0.277, -0.090, -0.011], [0.000, -0.004, 0.003], [-0.127, 0.112, -0.045], [0.310, 0.457, 0.279], [0.016, -0.010, 0.029], [0.048, -0.021, -0.013], [0.019, -0.032, 0.037], [0.017, -0.027, -0.018], [-0.154, 0.127, 0.219], [0.984, 0.766, 0.811], [-1.338, 0.385, -1.175], [0.434, 0.269, -0.449], [-0.005, 0.012, 0.272], [0.013, 0.047, -0.005], [0.020, -0.007, 0.012], [0.019, 0.010, 0.032], [0.003, -0.029, -0.011], [0.031, 0.005, -0.052], [0.017, -0.011, 0.047], [-0.070, -0.030, -0.118], [-0.033, -0.151, -0.017], [-0.005, 0.028, -0.217], [-0.023, -0.014, -0.049], [0.149, -0.319, -0.021], [0.235, -0.033, -0.202], [0.108, 0.056, -0.122], [-0.418, -0.716, 0.435], [0.075, 0.382, 0.188], [-0.015, 0.069, -0.043], [0.066, -0.022, 0.066], [0.027, 0.132, 0.070], [0.047, 0.007, -0.137], [-0.080, 0.018, -0.024], [0.869, 0.757, 0.293], [-0.026, -0.020, -0.008], [-0.077, -0.030, -0.275], [0.202, 0.175, 0.105], [0.040, -0.138, 0.578], [-0.179, -0.177, 0.075], [-0.213, -0.448, -0.265], [-0.075, 0.088, -0.227], [-0.387, 0.119, 1.004], [-0.027, -0.153, 0.151], [0.017, 0.008, -0.062], [0.141, -0.192, -0.307], [-0.013, -0.016, 0.008], [0.172, -0.123, 0.045], [0.035, 0.007, 0.025], [-0.011, -0.174, 0.474], [0.039, -0.030, 0.008], [0.203, 1.464, -0.445]],
  "mulliken_charge": [0.016, -1.530, 0.069, -0.575, -0.108, -0.174, 0.019, -0.263, -0.375, 0.230, -0.388, -0.333, 0.301, 0.284, 0.019, -0.153, -0.524, -0.013, -0.064, -0.089, 0.371, 0.341, -0.111, -0.127, -0.099, -0.655, -0.087, -0.569, 1.305, 0.104, -0.302, -0.158, -0.002, 0.691, 0.287, 0.429, 0.183, -0.085, 0.298, -0.440, -0.102, -0.112, 0.266, 0.819, 0.468, 0.721, -0.161, -0.648, -0.156, -1.471, -0.328, 0.304, -1.193, 0.497, 0.683, 0.252, 0.930, 0.522, -0.113, -0.119, -0.131, 0.325, 0.306, 0.449, 0.105, 0.328, -1.334, -0.111, -0.137, -0.150, 0.339, 0.199, 0.489, 0.799, -0.330, -0.033, -0.005, 0.219, -0.120, -0.098, -0.122, -0.062, 0.028, -0.023, -0.308, 0.162, -0.052, -0.016, 0.043, 0.379, 0.005, 0.033, 0.105, 0.501, -0.149, 0.044, 0.138, -0.146, 0.068, 0.659, -0.455, -0.040, -0.635, 0.280, -0.475, 0.164, -0.124, -0.099, 0.322, 0.362, -0.038, -0.869, -0.108, -0.465],
  "multiplicity": 1,
  "energy_ev": -472482.417,
  "gap_ha": 0.2224,
  "e_homo_ha": -0.1664,
  "total_charge": -1
}